(1)
{"formula": "C7H2Br2Cl4CoO2", "method": "ωB97M-V with the def2-TZVPD basis set", "lumo_ev": [-4.34, -5.78], "total_charge": 1, "e_homo_ev": [-11.8, -12.0], "s_squared": 6.023, "gap_ev": [7.5, 6.3], "multiplicity": 5, "species": ["Co", "Br", "C", "Br", "H", "H", "Cl", "C", "C", "Cl", "C", "Cl", "C", "O", "C", "O", "C", "Cl"], "coordinates": [[0.00, 1.91, -0.34], [0.00, 2.51, 2.25], [0.00, 4.34, 1.64], [0.00, 4.35, -0.32], [0.91, 4.83, 1.96], [-0.91, 4.83, 1.96], [-1.54, -4.52, -0.75], [-0.73, -3.04, -0.67], [0.73, -3.04, -0.67], [1.54, -4.52, -0.75], [1.43, -1.87, -0.60], [3.15, -1.80, -0.59], [0.73, -0.65, -0.52], [1.30, 0.50, -0.44], [-0.73, -0.65, -0.52], [-1.30, 0.50, -0.44], [-1.43, -1.87, -0.60], [-3.15, -1.80, -0.59]], "mulliken_spin": [2.75, 0.04, -0.01, 0.02, 0.00, 0.00, 0.04, 0.13, 0.13, 0.04, -0.02, 0.00, 0.19, 0.26, 0.19, 0.26, -0.02, 0.00]}


(2)
{"formula": "C6H8NO4S", "method": "ωB97M-V with the def2-TZVPD basis set", "lumo_ev": 3.55, "total_charge": -1, "e_homo_ev": -4.8, "relative_energy_kj_mol": 177.9, "gap_ev": 8.3, "species": ["C", "C", "C", "C", "C", "C", "N", "O", "O", "O", "O", "S", "H", "H", "H", "H", "H", "H", "H", "H"], "coordinates": [[1.40, -0.33, 0.69], [-0.37, 1.82, -0.06], [-0.45, 0.55, -0.96], [-1.14, -0.69, -0.41], [2.76, -0.14, 1.28], [-2.66, -0.54, -0.43], [0.47, -0.79, 1.39], [0.83, 2.07, 0.21], [-1.39, 2.42, 0.26], [1.45, -1.08, -1.84], [-0.81, -0.96, 0.96], [1.34, 0.20, -1.06], [-0.84, 0.77, -1.96], [-0.81, -1.55, -1.01], [3.49, -0.66, 0.66], [2.80, -0.52, 2.30], [2.97, 0.92, 1.26], [-2.92, 0.40, 0.05], [-3.11, -1.36, 0.12], [-3.01, -0.54, -1.45]], "lowdin_charge": [-0.47, -0.73, -0.29, -0.39, -0.08, -0.03, 0.07, -0.12, 0.00, -0.58, -0.09, 1.00, 0.13, 0.14, 0.07, 0.07, 0.07, 0.08, 0.07, 0.08]}


(3)
{"formula": "C16H25Cl2HfN", "method": "ωB97M-V with the def2-TZVPD basis set", "lumo_ev": [0.15, 0.15], "e_homo_ev": [-5.7, -5.7], "gap_ev": [5.9, 5.9], "species": ["Hf", "Cl", "Cl", "C", "H", "H", "C", "C", "H", "C", "H", "C", "H", "H", "C", "H", "H", "C", "H", "H", "H", "H", "C", "N", "C", "C", "C", "C", "C", "C", "C", "C", "H", "H", "H", "H", "H", "H", "H", "H", "H", "H", "H", "H", "H"], "coordinates": [[0.81, 0.16, -0.31], [-0.86, -1.48, 0.22], [1.06, 2.32, 0.70], [2.66, -0.74, -0.41], [3.35, 0.06, -0.91], [2.67, -1.48, -1.32], [-0.80, 1.45, -1.95], [0.34, 0.83, -2.27], [-0.81, 2.43, -1.49], [0.45, -0.55, -2.96], [1.44, 1.04, -1.88], [-0.59, -0.46, -4.09], [1.44, -0.74, -3.39], [0.29, -1.50, -2.40], [-2.00, -0.23, -3.49], [-0.33, 0.43, -4.68], [-0.59, -1.32, -4.79], [-2.11, 0.91, -2.45], [-2.69, -0.01, -4.32], [-2.34, -1.17, -3.05], [-2.68, 1.73, -2.89], [-2.73, 0.57, -1.62], [-1.26, -1.28, 4.90], [-1.49, -0.49, 3.66], [-2.91, -0.01, 3.61], [-0.48, 0.67, 3.54], [0.89, 0.08, 3.41], [1.70, -0.08, 4.56], [2.90, -0.81, 4.48], [3.32, -1.31, 3.25], [2.53, -1.09, 2.13], [1.38, -0.35, 2.20], [-1.28, -0.58, 5.75], [-0.30, -1.79, 4.85], [-2.07, -2.01, 5.01], [-1.33, -1.08, 2.82], [-3.03, 0.79, 4.36], [-3.13, 0.36, 2.61], [-3.56, -0.85, 3.87], [-0.78, 1.26, 2.67], [-0.61, 1.26, 4.46], [1.36, 0.34, 5.51], [3.48, -0.98, 5.39], [4.26, -1.87, 3.16], [2.86, -1.41, 1.10]], "lowdin_charge": [0.71, 0.00, 0.02, -0.37, -0.02, -0.02, -0.16, -0.32, 0.10, -0.23, 0.08, -0.19, 0.11, 0.10, -0.19, 0.12, 0.12, -0.18, 0.11, 0.11, 0.11, 0.11, 0.00, -0.18, -0.01, -0.11, -0.33, -0.09, -0.11, -0.08, -0.19, -0.26, 0.11, 0.10, 0.10, 0.11, 0.11, 0.10, 0.10, 0.09, 0.13, 0.10, 0.09, 0.10, -0.01]}


(4)
{"formula": "C32H29F3N6O5PPbS", "method": "ωB97M-V with the def2-TZVPD basis set", "lumo_ev": -8.96, "total_charge": 3, "e_homo_ev": -15.2, "relative_energy_kj_mol": 512.5, "gap_ev": 6.2, "species": ["Pb", "F", "C", "F", "F", "C", "C", "C", "C", "N", "C", "S", "H", "H", "H", "O", "N", "C", "C", "C", "C", "C", "C", "C", "P", "C", "C", "C", "C", "C", "C", "C", "C", "C", "C", "C", "C", "H", "H", "H", "H", "H", "H", "H", "H", "H", "H", "H", "H", "H", "H", "H", "H", "O", "O", "N", "C", "N", "O", "H", "H", "H", "H", "O", "C", "N", "C", "C", "C", "N", "C", "C", "H", "H", "H", "H", "H", "H"], "coordinates": [[0.91, -0.76, 3.17], [1.58, 4.60, 2.20], [0.28, 4.42, 1.98], [-0.32, 5.60, 2.10], [0.16, 4.05, 0.66], [-0.35, 3.39, 2.87], [-1.44, 3.70, 3.65], [-2.04, 2.72, 4.44], [-1.52, 1.45, 4.41], [-0.46, 1.15, 3.65], [0.16, 2.08, 2.90], [1.58, 1.51, 2.04], [-1.83, 4.71, 3.64], [-2.89, 2.95, 5.06], [-1.95, 0.64, 4.99], [-2.15, 1.98, 0.69], [-1.45, 1.66, -0.43], [-2.05, 1.63, -1.54], [-1.25, 1.29, -2.75], [-1.22, 2.10, -3.81], [-0.50, 1.79, -5.04], [-0.08, 0.55, -5.27], [-0.35, -0.50, -4.23], [-0.41, 0.07, -2.82], [-0.49, -1.40, -1.61], [-2.20, -1.89, -1.59], [-2.75, -2.64, -2.63], [-4.10, -2.97, -2.61], [-4.90, -2.55, -1.55], [-4.35, -1.81, -0.51], [-3.01, -1.47, -0.53], [0.38, -2.40, -2.91], [0.62, -3.74, -2.62], [0.76, -4.80, -3.52], [1.06, -4.75, -4.86], [1.79, -3.74, -5.49], [1.49, -2.03, -5.07], [-3.07, 2.21, 0.45], [-3.11, 1.88, -1.66], [-1.76, 3.04, -3.77], [-0.42, 2.55, -5.80], [0.29, 0.25, -6.24], [-1.37, -0.87, -4.42], [-2.14, -2.99, -3.45], [-4.52, -3.55, -3.41], [-5.94, -2.82, -1.53], [-4.97, -1.50, 0.32], [-2.57, -0.90, 0.28], [0.44, -4.04, -1.59], [0.50, -5.78, -3.13], [0.80, -5.61, -5.48], [2.04, -3.79, -6.54], [1.65, -1.43, -5.96], [-0.14, -0.60, -0.24], [0.34, -2.05, -0.36], [2.80, 1.80, -2.70], [1.60, 1.54, -2.21], [1.03, 2.34, -1.35], [1.04, 0.44, -2.63], [3.38, 2.53, -2.32], [3.20, 1.18, -3.39], [1.53, 3.14, -1.01], [0.23, 2.02, -0.77], [2.53, -2.87, -4.73], [0.52, -1.73, -4.12], [3.97, 0.24, 8.77], [3.36, 0.03, 7.60], [3.22, 1.07, 6.65], [2.58, 0.82, 5.47], [2.06, -0.39, 5.15], [2.20, -1.38, 6.05], [2.82, -1.23, 7.25], [4.36, 1.13, 9.01], [4.07, -0.51, 9.44], [3.62, 2.05, 6.84], [2.48, 1.61, 4.74], [1.78, -2.35, 5.78], [2.90, -2.07, 7.93]], "lowdin_charge": [1.20, 0.15, -0.59, 0.18, 0.09, -0.12, 0.04, -0.01, -0.09, -0.13, -0.70, 0.56, 0.14, 0.12, 0.13, 0.01, -0.03, -0.06, -0.16, 0.03, -0.02, 0.00, -0.18, -0.27, 0.79, -0.25, -0.07, -0.04, -0.03, -0.04, -0.06, -0.12, 0.03, 0.03, 0.05, -0.05, -0.03, 0.12, 0.16, 0.14, 0.13, 0.13, 0.19, 0.10, 0.12, 0.12, 0.12, 0.10, 0.13, 0.14, 0.15, 0.17, 0.16, -0.23, -0.16, 0.26, -0.43, 0.26, 0.04, 0.15, 0.14, 0.13, 0.06, 0.06, -0.08, 0.18, -0.28, 0.02, -0.14, -0.19, -0.15, 0.01, 0.13, 0.13, 0.13, 0.08, 0.11, 0.13]}


(5)
{"formula": "C4H31N3O11", "method": "ωB97M-V with the def2-TZVPD basis set", "lumo_ev": -0.03, "e_homo_ev": -9.7, "relative_energy_kj_mol": 296.3, "smiles": "C[C@H](N)CNC(N)=O.O.O.O.O.O.O.O.O.O.O", "gap_ev": 9.7, "species": ["C", "C", "N", "C", "N", "C", "N", "O", "H", "H", "H", "H", "H", "H", "H", "H", "H", "H", "H", "O", "H", "H", "O", "H", "H", "O", "H", "H", "O", "H", "H", "O", "H", "H", "O", "H", "H", "O", "H", "H", "O", "H", "H", "O", "H", "H", "O", "H", "H"], "coordinates": [[0.50, -1.08, -1.53], [1.32, -1.26, -0.26], [1.18, -2.63, 0.37], [0.89, -0.36, 0.90], [1.18, 1.06, 0.44], [0.94, 2.20, 1.17], [1.33, 3.48, 0.67], [0.65, 2.10, 2.39], [0.34, -2.03, -2.02], [-0.49, -0.78, -1.22], [0.78, -0.28, -2.11], [2.43, -1.14, -0.49], [0.36, -3.30, -0.07], [2.03, -3.20, 0.47], [1.44, -0.33, 1.90], [-0.06, -0.47, 1.26], [0.98, 1.15, -0.46], [1.12, 4.30, 1.34], [0.77, 3.78, -0.15], [-2.58, -0.56, 2.18], [-2.45, -0.73, 3.13], [-3.19, -1.26, 1.87], [-2.77, -0.54, -1.67], [-3.75, -0.63, -1.78], [-2.35, -0.05, -2.38], [0.77, 1.86, -3.55], [1.18, 1.38, -4.26], [1.39, 2.12, -2.85], [2.75, 0.87, -2.07], [2.52, 1.06, -1.18], [3.54, 0.44, -2.07], [-0.97, 0.13, 3.93], [-1.09, 1.05, 3.96], [-0.01, 0.02, 3.76], [-1.77, -4.25, 1.19], [-1.05, -3.61, 1.34], [-2.16, -3.97, 0.43], [-1.56, 0.89, -3.73], [-0.80, 1.29, -3.26], [-1.47, 0.83, -4.64], [-2.40, -3.16, -1.64], [-2.78, -2.27, -1.83], [-1.71, -2.88, -1.03], [3.27, -0.81, 3.32], [3.46, -1.25, 2.44], [2.47, -0.31, 3.09], [-1.12, 2.86, -0.80], [-1.83, 2.68, -0.19], [-1.59, 2.83, -1.62]], "lowdin_charge": [-0.04, -0.38, 0.01, -0.10, 0.07, -0.54, 0.11, 0.01, 0.09, 0.06, 0.01, 0.14, 0.12, 0.08, 0.09, 0.07, 0.02, 0.14, 0.07, -0.11, 0.03, 0.04, -0.07, 0.09, -0.01, -0.05, 0.07, 0.04, 0.00, 0.01, 0.02, -0.04, 0.02, 0.04, -0.02, 0.02, -0.06, -0.04, 0.00, 0.02, -0.08, 0.01, -0.02, -0.08, 0.06, -0.01, -0.02, 0.06, 0.03]}


(6)
{"formula": "C8H21KO7S2", "method": "ωB97M-V with the def2-TZVPD basis set", "lumo_ev": [-2.63, -4.80], "total_charge": 1, "e_homo_ev": [-13.9, -13.6], "s_squared": 0.754, "gap_ev": [11.2, 8.8], "multiplicity": 2, "species": ["K", "C", "C", "O", "H", "H", "H", "H", "H", "O", "S", "O", "O", "C", "C", "C", "H", "H", "H", "H", "H", "H", "H", "H", "O", "S", "O", "O", "C", "C", "C", "H", "H", "H", "H", "H", "H", "H", "H"], "coordinates": [[0.90, -0.73, 1.55], [2.35, -4.48, 2.15], [2.71, -3.56, 3.36], [2.77, -2.19, 3.25], [3.13, -4.53, 1.39], [1.37, -4.16, 1.80], [2.31, -5.50, 2.54], [3.52, -4.02, 3.93], [1.92, -3.71, 4.09], [-1.26, 1.09, 1.37], [-2.43, 1.89, 1.11], [-3.73, 1.48, 1.65], [-1.97, 3.40, 1.66], [-2.97, 4.47, 1.60], [-2.96, 5.16, 2.95], [-2.58, 2.23, -0.73], [-3.95, 4.05, 1.33], [-2.71, 5.09, 0.74], [-3.85, 5.76, 3.09], [-2.09, 5.78, 3.18], [-3.08, 4.45, 3.76], [-3.50, 2.80, -0.86], [-2.59, 1.34, -1.34], [-1.78, 2.94, -0.93], [0.15, -1.90, -0.81], [0.18, -1.01, -1.98], [0.11, 0.43, -1.78], [1.44, -1.54, -2.95], [2.65, -0.67, -3.14], [3.79, -1.74, -3.18], [-1.14, -1.60, -3.14], [2.82, -0.06, -2.25], [2.55, -0.12, -4.07], [3.66, -2.18, -2.19], [4.76, -1.23, -3.21], [3.56, -2.45, -3.97], [-2.11, -1.30, -2.75], [-1.07, -2.69, -3.20], [-0.89, -1.00, -4.01]], "mulliken_spin": [0.00, 0.00, 0.00, 0.85, 0.00, 0.00, 0.00, 0.03, 0.11, 0.00, 0.00, 0.00, 0.00, 0.00, 0.00, 0.00, 0.00, 0.00, 0.00, 0.00, 0.00, 0.00, 0.00, 0.00, 0.00, 0.00, 0.00, 0.00, 0.00, 0.00, 0.00, 0.00, 0.00, 0.00, 0.00, 0.00, 0.00, 0.00, 0.00]}